Entry P
The following is a quantum chemistry calculation of a cluster of 2 separate species, C3H11NO2S in total, from the OMol25 dataset.

Last column: Löwdin charge in e.
Cartesian coordinates (Å):
O 2.89 0.24 -0.17  -0.050
C 2.15 0.35 1.04  -0.271
N 1.02 -0.56 1.13  -0.069
C -0.02 -0.39 0.16  -0.337
C -1.14 -1.40 0.30  -0.547
S -2.28 -1.38 -1.11  0.737
H 2.34 -0.22 -0.79  0.045
H 1.66 1.32 1.16  0.118
H 2.88 0.18 1.82  0.119
H 1.26 -1.50 1.38  0.113
H 0.37 -0.34 -0.88  0.111
H -0.53 0.58 0.29  0.107
H -1.72 -1.28 1.22  0.072
H -0.73 -2.42 0.32  0.072
H -2.56 -0.08 -1.17  -0.193
O -1.48 2.26 -1.51  -0.064
H -2.18 1.70 -1.15  -0.009
H -1.94 2.94 -2.04  0.045

Properties
- M (g mol⁻¹) = 125.19
- gap between HOMO and LUMO (Ha) = 0.3546
- SMILES = OCNCCS.O

Entry Q
The following is a quantum chemistry calculation of a cluster of 2 separate species, C3H11NO2S in total, from the OMol25 dataset.

Last column: Löwdin charge in e.
Cartesian coordinates (Å):
N -0.69 1.58 0.13  0.045
C -0.03 0.82 1.31  -0.386
C -1.07 0.15 2.18  -0.237
O -2.15 1.10 2.46  -0.077
C 0.89 -0.36 0.68  -0.607
S 2.38 0.16 -0.13  0.718
H -0.58 0.84 -0.55  0.051
H -0.17 2.32 -0.19  0.016
H 0.63 1.60 1.95  0.175
H -1.33 -0.80 1.75  0.101
H -0.57 -0.01 3.16  0.132
H -2.59 1.17 1.61  0.060
H 1.29 -0.72 1.62  0.047
H 0.12 -1.14 0.44  0.092
H 1.79 1.00 -1.05  -0.129
O -1.40 -3.03 -5.33  -0.078
H -0.60 -2.53 -5.01  0.055
H -1.69 -3.61 -4.63  0.023

Properties
- M (g mol⁻¹) = 125.19
- gap between HOMO and LUMO (Ha) = 0.3585
- SMILES = N[C@@H](CO)CS.O

entry P is preferred energetically. Next in line: 0.0322 hartree higher.

Entry P
The following is a quantum chemistry calculation of a structure of composition C5H8O2, from the OMol25 dataset.

Last column: Löwdin charge in e.
Cartesian coordinates (Å):
C -1.96 -0.41 0.15  -0.106
C -0.49 -0.46 -0.13  -0.138
O -0.11 1.17 -0.80  0.021
C 0.47 -0.29 1.01  -0.197
C 1.72 0.06 0.19  -0.089
C 1.08 0.35 -1.14  -0.498
O 1.44 0.29 -2.28  0.121
H -2.26 0.41 0.82  0.082
H -2.57 -0.39 -0.76  0.073
H -2.18 -1.36 0.66  0.090
H -0.60 1.24 -1.63  0.149
H 0.20 0.49 1.75  0.115
H 0.56 -1.24 1.54  0.124
H 2.28 0.93 0.54  0.126
H 2.41 -0.78 0.07  0.128

Properties
- M (g mol⁻¹) = 100.12
- gap between HOMO and LUMO (Ha) = 0.3254

Entry Q
The following is a quantum chemistry calculation of a structure of composition C5H8O2, from the OMol25 dataset.

Last column: Löwdin charge in e.
Cartesian coordinates (Å):
C -1.90 -0.22 -0.13  -0.022
C -0.71 0.68 0.08  -0.286
O -0.23 0.67 1.45  -0.037
C 1.10 0.41 1.01  -0.185
C 1.18 -0.92 0.31  -0.001
C 0.67 0.28 -0.42  -0.411
O 1.14 0.76 -1.63  0.056
H -1.69 -1.23 0.23  0.077
H -2.77 0.16 0.41  0.084
H -2.15 -0.27 -1.20  0.088
H -0.92 1.71 -0.23  0.158
H 1.91 0.87 1.57  0.150
H 2.19 -1.20 0.01  0.117
H 0.54 -1.75 0.60  0.109
H 1.65 0.07 -2.06  0.104

Properties
- M (g mol⁻¹) = 100.12
- gap between HOMO and LUMO (Ha) = 0.3608

Entry R
The following is a quantum chemistry calculation of a structure of composition C5H8O2, from the OMol25 dataset.

Last column: Löwdin charge in e.
Cartesian coordinates (Å):
C -1.71 -0.15 -0.42  -0.010
C -0.61 0.73 0.10  -0.297
O -0.21 0.81 1.49  -0.030
C 1.15 0.51 1.12  -0.171
C 1.17 -0.92 0.66  0.007
C 0.73 0.17 -0.28  -0.442
O 1.11 0.28 -1.61  0.042
H -1.32 -0.53 -1.41  0.086
H -1.89 -1.02 0.22  0.091
H -2.65 0.35 -0.68  0.076
H -0.70 1.76 -0.27  0.162
H 1.95 1.07 1.59  0.150
H 2.16 -1.31 0.43  0.119
H 0.48 -1.64 1.12  0.113
H 0.33 -0.11 -2.07  0.104

Properties
- M (g mol⁻¹) = 100.12
- gap between HOMO and LUMO (Ha) = 0.3826

entry Q is preferred energetically. Next in line: 0.0210 hartree higher.

Entry P
The following is a quantum chemistry calculation of a structure of composition C3H7N3O2, from the OMol25 dataset.

Last column: Löwdin charge in e.
Cartesian coordinates (Å):
C -2.07 0.41 -0.30  -0.189
N 0.42 0.23 -0.46  0.106
C -0.51 -0.47 0.15  -0.455
C 1.83 0.12 -0.23  -0.539
N 2.23 -0.83 0.66  0.142
O -2.85 0.44 0.85  -0.047
N 2.66 0.86 -0.84  0.105
O -0.69 -1.35 0.93  0.111
H -2.69 -0.39 1.33  0.090
H -0.73 0.90 -0.48  0.197
H 3.22 -1.00 0.71  0.101
H 1.59 -1.54 0.99  0.079
H 2.19 1.51 -1.46  0.038
H -2.42 -0.29 -1.07  0.122
H -2.16 1.41 -0.77  0.139

Properties
- M (g mol⁻¹) = 117.11
- gap between HOMO and LUMO (Ha) = 0.3638

Entry Q
The following is a quantum chemistry calculation of the molecule C3H7N3O2, from the OMol25 dataset.

Last column: Löwdin charge in e.
Cartesian coordinates (Å):
C -1.20 -1.26 0.80  -0.025
C -0.34 -0.19 0.33  -0.492
N -0.23 0.14 -0.85  0.050
N -1.25 -0.53 -1.60  -0.017
O 0.42 0.54 1.17  0.035
C 1.16 1.66 1.15  -0.212
N 2.01 2.23 0.31  0.010
O 2.48 1.48 -0.82  -0.169
H -1.28 -1.51 1.93  0.122
H -0.64 -2.22 0.54  0.113
H -2.17 -1.13 0.15  0.123
H -1.18 -1.57 -1.58  0.086
H -0.93 -0.49 -2.56  0.072
H 1.10 2.44 1.90  0.118
H 2.04 0.41 -0.85  0.186

Properties
- M (g mol⁻¹) = 117.11
- gap between HOMO and LUMO (Ha) = 0.3547
- SMILES = C/C(=N\N)O/C=N\O

Entry R
The following is a quantum chemistry calculation of a structure of composition C3H7N3O2, from the OMol25 dataset.

Last column: Löwdin charge in e.
Cartesian coordinates (Å):
C -1.65 1.41 0.11  -0.115
C -1.61 -1.04 -0.37  -0.230
C 1.23 -0.45 0.49  -0.210
H -2.69 0.98 0.91  0.171
H -2.20 1.74 -1.18  0.174
H -0.61 1.86 0.69  0.129
H -0.90 -1.77 -0.60  0.096
H 0.52 -0.69 1.27  0.127
H 3.37 -1.05 1.18  0.282
H 2.20 -0.10 -1.50  0.115
N -0.86 0.18 -0.04  -0.331
N 0.52 0.13 -0.51  0.019
N 2.58 -0.27 0.52  -0.070
O -2.84 -0.96 -0.15  -0.046
O 2.94 0.03 -0.81  -0.111

Properties
- M (g mol⁻¹) = 117.11
- gap between HOMO and LUMO (Ha) = 0.3245

entry P is preferred energetically. Next in line: 0.0882 hartree higher.